(1)
Molecular formula: C8H16Cl8
Method: DFT, the ωB97M-V functional and the def2-TZVPD basis

```
32
Properties=species:S:1:pos:R:3
Cl 0.2807 -1.0307 -1.5186
C 1.3859 -2.0211 -2.4184
C 2.5402 -2.4821 -1.4345
Cl 3.3088 -1.0706 -0.7007
H 1.7092 -1.4024 -3.2555
H 0.8583 -2.8906 -2.8104
H 3.3514 -3.0934 -1.8298
H 2.1905 -3.0769 -0.5906
Cl 5.0240 1.9983 9.0590
C 5.2352 2.2407 7.3599
C 3.9842 1.6895 6.6582
Cl 2.4921 2.6917 7.1430
H 6.1864 1.7615 7.1281
H 5.2460 3.3253 7.2527
H 3.7196 0.6326 6.6243
H 4.1007 1.8917 5.5934
Cl -3.6670 -0.0754 5.0354
C -2.7565 -1.5642 5.0335
C -3.7398 -2.7708 5.0904
Cl -4.7967 -2.9036 3.5977
H -2.0752 -1.5592 5.8843
H -2.2382 -1.5974 4.0752
H -4.4177 -2.6353 5.9331
H -3.1641 -3.6906 5.1941
Cl -2.2638 0.6106 -9.0064
C -2.7271 2.2213 -9.5996
C -3.4677 2.1639 -10.9444
Cl -3.9115 3.8270 -11.4170
H -1.8403 2.8042 -9.8486
H -3.2661 2.6805 -8.7709
H -4.4145 1.6433 -10.8011
H -2.8668 1.6822 -11.7158
```

Computed properties:
HOMO level, eV: -10.66
Kohn-Sham gap, eV: 11.2
Total charge: 0
LUMO level, eV: 0.5
2S+1: 1
SMILES string: ClCCCl.ClCCCl.ClCCCl.ClCCCl

=====

(2)
Molecular formula: C8H16Cl8
Method: DFT, the ωB97M-V functional and the def2-TZVPD basis

```
32
Properties=species:S:1:pos:R:3
Cl 12.8753 11.8679 9.6063
C 14.4314 11.1293 10.0506
C 15.0259 10.5631 8.7694
Cl 15.7467 11.8626 7.8162
H 14.4020 10.2866 10.7412
H 15.0630 11.9478 10.3960
H 14.3090 10.0361 8.1396
H 15.8013 9.8442 9.0338
Cl 7.0734 6.1640 6.0663
C 6.3500 6.1331 7.7246
C 6.7961 4.8158 8.3621
Cl 8.5686 4.8367 8.5771
H 5.2671 6.2553 7.7047
H 6.6817 7.0013 8.2941
H 6.5916 3.9826 7.6898
H 6.3073 4.6880 9.3279
Cl 10.3430 7.5456 4.2091
C 10.5379 5.8190 4.5729
C 11.4428 5.6137 5.7991
Cl 13.1343 6.0641 5.6348
H 10.8417 5.3016 3.6629
H 9.5907 5.3224 4.7831
H 11.2844 4.5905 6.1398
H 11.0781 6.1902 6.6492
Cl 9.5901 8.2394 8.2948
C 10.1461 7.9574 9.9604
C 11.3348 6.9986 9.9693
Cl 12.7480 7.8430 9.2486
H 9.2589 7.5923 10.4779
H 10.4721 8.8840 10.4328
H 11.0812 6.0954 9.4142
H 11.5725 6.6945 10.9887
```

Computed properties:
HOMO level, eV: -10.46
Kohn-Sham gap, eV: 10.9
Total charge: 0
LUMO level, eV: 0.5
2S+1: 1
SMILES string: ClCCCl.ClCCCl.ClCCCl.ClCCCl

=====

(2) has the most favorable energy; the next structure is 0.653 eV above.

=====

(1)
Molecular formula: C30H45ClO2OsP2
Method: DFT, the ωB97M-V functional and the def2-TZVPD basis

```
81
Properties=species:S:1:pos:R:3
Os -0.4062 0.6092 -3.5927
C -0.6427 -2.2349 -0.0635
C 0.6690 -2.7166 -0.3318
C 0.8693 -0.7155 0.7811
C -0.5178 -0.9666 0.5752
C 1.5958 -1.8148 0.2443
C -1.8909 -2.9949 -0.2907
H -1.7921 -3.6581 -1.1597
H -2.7669 -2.3392 -0.4403
H -2.1064 -3.6310 0.5872
C -1.5969 -0.0608 1.0101
H -2.5831 -0.4256 0.6969
H -1.4728 0.9620 0.6062
H -1.5915 0.0325 2.1116
C 1.4454 0.4494 1.4799
H 1.8397 0.1712 2.4695
H 0.6904 1.2296 1.6298
H 2.2732 0.8888 0.9052
C 3.0588 -2.0205 0.3241
H 3.3395 -2.6783 1.1632
H 3.5828 -1.0694 0.4732
H 3.4334 -2.4970 -0.5918
C 1.0151 -3.9765 -1.0202
H 1.1556 -4.8100 -0.3119
H 1.9526 -3.8639 -1.5837
H 0.2264 -4.2690 -1.7258
C -1.2530 1.9023 -4.7895
C -1.7938 0.5374 -4.9733
C -1.3664 -0.3137 -6.1455
C 0.0531 -0.9272 -5.9872
C 0.6960 -0.5225 -4.6915
C 1.2583 0.8713 -4.6060
C 1.0974 1.8635 -5.7256
C -0.3084 2.4959 -5.8051
H -1.4182 0.2637 -7.0814
H 0.7016 -0.6504 -6.8320
H -2.0795 -1.1547 -6.2263
H -0.7100 2.4232 -6.8321
H -2.0002 2.6097 -4.4015
H -2.8310 0.4046 -4.6616
H -0.2175 3.5764 -5.6037
H 1.8202 2.6705 -5.5270
H 2.3574 0.8096 -4.3221
H 1.3826 1.4227 -6.6923
H -0.0311 -2.0254 -6.0211
H 1.3367 -1.2855 -4.2431
P -2.7258 -0.4308 -1.9740
C -3.8638 0.9940 -2.0509
C -3.6003 -1.5713 -3.1206
P 2.4413 1.7260 -2.7215
C 0.7598 1.5280 -2.0748
C 3.5531 0.5433 -1.9926
C 2.8391 3.4490 -2.8358
H -3.3234 1.8470 -1.6074
H -4.7287 0.7263 -1.4231
H -4.1721 1.2330 -3.0785
H -3.8818 -1.0994 -4.0713
H -4.4805 -1.9830 -2.6065
H -2.8843 -2.3829 -3.3263
H 2.9065 3.7680 -3.8852
H 3.8031 3.6080 -2.3329
H 2.0460 4.0042 -2.3132
H 0.7349 0.8575 -1.2029
H 0.3695 2.5304 -1.7852
H 3.9457 0.9843 -1.0649
H 4.3919 0.3224 -2.6717
H 3.0303 -0.3954 -1.7667
Cl -0.6028 7.2630 5.0430
C -0.6475 6.2939 3.6345
C -1.8767 5.8930 3.0888
C -1.9057 5.0878 1.9410
C -0.7052 4.6802 1.3320
C 0.5186 5.1175 1.8633
C 0.5587 5.8977 3.0212
C -0.7147 3.7661 0.1213
O -1.7193 3.0517 -0.1002
O 0.3823 3.8286 -0.5353
H -2.8029 6.2145 3.5610
H -2.8485 4.7621 1.5172
H 1.4526 4.8376 1.3675
H 1.5086 6.2135 3.4451
```

Computed properties:
HOMO level (spin up / spin down), eV: -11.63 / -11.53
Kohn-Sham gap (spin up / spin down), eV: 4.2 / 2.4
Total charge: +2
LUMO level (spin up / spin down), eV: -7.4 / -9.2
⟨S²⟩: 6.05
2S+1: 5

=====

(2)
Molecular formula: C30H45ClO2OsP2
Method: DFT, the ωB97M-V functional and the def2-TZVPD basis

```
81
Properties=species:S:1:pos:R:3
Os -0.3260 -0.2514 -1.9331
C -0.5850 -3.0095 1.4546
C 0.7229 -3.4997 1.1962
C 0.9265 -1.5053 2.3235
C -0.4612 -1.7454 2.1008
C 1.6534 -2.5974 1.7680
C -1.8396 -3.7382 1.1766
H -1.7155 -4.4328 0.3373
H -2.6766 -3.0433 0.9428
H -2.1513 -4.3277 2.0536
C -1.5554 -0.8372 2.4980
H -2.5336 -1.2286 2.1873
H -1.4416 0.1761 2.0682
H -1.5699 -0.7126 3.5946
C 1.5087 -0.3520 3.0429
H 1.9009 -0.6597 4.0268
H 0.7571 0.4319 3.2111
H 2.3467 0.0964 2.4837
C 3.1136 -2.8117 1.8519
H 3.3686 -3.4727 2.6963
H 3.6527 -1.8681 2.0017
H 3.4945 -3.2932 0.9402
C 1.0573 -4.7737 0.5284
H 1.2107 -5.5856 1.2557
H 1.9803 -4.6780 -0.0573
H 0.2539 -5.0850 -0.1477
C -1.1535 1.0565 -3.0728
C -1.7409 -0.3066 -3.2901
C -1.2928 -1.1839 -4.4290
C 0.1644 -1.7043 -4.3054
C 0.8153 -1.3144 -3.0154
C 1.3716 0.1167 -2.9293
C 1.1576 1.0918 -4.0713
C -0.2773 1.6291 -4.1547
H -1.4400 -0.6767 -5.3926
H 0.7685 -1.3745 -5.1604
H -1.9499 -2.0683 -4.4519
H -0.7009 1.4283 -5.1486
H -1.8176 1.7683 -2.5757
H -2.8063 -0.3739 -3.0718
H -0.2598 2.7206 -4.0300
H 1.8378 1.9399 -3.9124
H 2.4800 -0.0067 -2.7888
H 1.4538 0.6266 -5.0212
H 0.1442 -2.8034 -4.3381
H 1.4867 -2.0483 -2.5674
P -2.5980 -1.3061 -0.4567
C -3.7521 0.1072 -0.5089
C -3.4533 -2.4632 -1.5882
P 2.4345 0.9414 -1.1214
C 0.7967 0.6910 -0.3960
C 3.5537 -0.2848 -0.4980
C 2.9532 2.6185 -1.3113
H -3.2383 0.9893 -0.0941
H -4.6140 -0.1451 0.1266
H -4.0660 0.2900 -1.5438
H -3.6936 -1.9660 -2.5323
H -4.3682 -2.8299 -1.1021
H -2.7872 -3.3139 -1.7903
H 3.1015 2.8529 -2.3733
H 3.9087 2.7295 -0.7805
H 2.2055 3.2853 -0.8611
H 0.8645 0.0325 0.4861
H 0.3712 1.6780 -0.0701
H 4.0078 0.0944 0.4278
H 4.3322 -0.4630 -1.2536
H 3.0242 -1.2242 -0.2964
Cl -0.5025 6.4849 6.6391
C -0.5497 5.5054 5.2378
C -1.7864 5.1167 4.6909
C -1.8160 4.3129 3.5466
C -0.6259 3.9080 2.9252
C 0.6052 4.3045 3.4769
C 0.6509 5.0835 4.6358
C -0.6661 3.0307 1.6851
O -1.6912 2.3357 1.4837
O 0.4041 3.0940 0.9857
H -2.7087 5.4452 5.1623
H -2.7667 3.9838 3.1280
H 1.5331 3.9934 2.9940
H 1.6037 5.3751 5.0712
```

Computed properties:
HOMO level (spin up / spin down), eV: -11.75 / -11.66
Kohn-Sham gap (spin up / spin down), eV: 5.1 / 2.5
Total charge: +2
LUMO level (spin up / spin down), eV: -6.6 / -9.1
⟨S²⟩: 6.04
2S+1: 5

=====

(2) has the most favorable energy; the next structure is 0.287 eV above.

=====

(1)
Molecular formula: C3H9N2O
Method: DFT, the ωB97M-V functional and the def2-TZVPD basis

```
15
Properties=species:S:1:pos:R:3
N 0.5401 -1.7768 -1.1130
C 0.2686 -0.8808 0.0642
C 0.5626 0.5669 -0.4619
N -0.2377 1.5270 0.0481
C -1.0369 1.4207 1.2745
O 1.5053 0.7466 -1.2074
H 1.5143 -1.6585 -1.4421
H 0.5350 -2.7720 -0.7726
H -0.1441 -1.6925 -1.9086
H 0.9979 -1.0288 0.8478
H -0.7851 -1.0242 0.2572
H -0.0067 2.4539 -0.2698
H -0.5407 0.7347 1.9486
H -1.1613 2.4285 1.6470
H -2.0113 0.9554 1.0880
```

Computed properties:
HOMO level (spin up / spin down), eV: -3.70 / -10.21
Kohn-Sham gap (spin up / spin down), eV: 4.4 / 10.8
Total charge: 0
LUMO level (spin up / spin down), eV: 0.7 / 0.6
⟨S²⟩: 0.75
2S+1: 2

=====

(2)
Molecular formula: C3H9N2O
Method: DFT, the ωB97M-V functional and the def2-TZVPD basis

```
15
Properties=species:S:1:pos:R:3
C -0.7604 -1.3344 0.0657
C 0.1022 -0.4880 -0.8446
C 0.8349 0.6079 -0.1024
N 1.9074 1.1395 -0.7344
O 0.4186 1.0513 0.9504
N -1.9217 -0.6129 0.6181
H -0.1433 -1.7487 0.8706
H -1.0968 -2.2605 -0.4020
H 0.7872 -1.1129 -1.4075
H -0.4637 0.0378 -1.6168
H 2.3950 0.6343 -1.4582
H 2.5058 1.7621 -0.2176
H -2.5308 -1.2259 1.2257
H -2.5473 -0.2885 -0.1749
H -1.5645 0.2229 1.1166
```

Computed properties:
HOMO level (spin up / spin down), eV: -3.35 / -10.63
Kohn-Sham gap (spin up / spin down), eV: 4.0 / 11.1
Total charge: 0
LUMO level (spin up / spin down), eV: 0.6 / 0.5
⟨S²⟩: 0.75
2S+1: 2

=====

(2) has the most favorable energy; the next structure is 0.557 eV above.